Record 1
# C43H47CoNO5P2Si2

A molecular structure, C43H47CoNO5P2Si2 in a non-equilibrium geometry (ωB97M-V/def2-TZVPD, OMol25).

Gap between HOMO and LUMO (spin up / spin down) in eV: 3.0 / 6.3
Calculated total energy in Ha: -4742.29475

Geometry as ORCA input:
```
! RIJCOSX wB97M-V def2-TZVPD def2/J DEFGRID3
* xyz -2 4
Co -0.05387 -0.22636 -0.37903
O -1.48700 -1.96077 3.23825
C -0.57873 -1.56813 2.49159
O -0.42453 -1.81278 1.26124
C 0.51394 -0.66685 3.15307
C 1.80120 -0.70067 2.31821
C 2.96180 -0.03888 3.08457
C 2.60928 1.46007 2.93334
C 1.28344 1.37018 2.15646
O 1.52655 0.25782 1.29660
C 0.19301 0.86553 3.15139
C -1.21253 1.31138 2.76685
O -1.77458 2.19622 3.37937
O -1.71844 0.72739 1.69526
H 0.66151 -1.02744 4.16997
H 2.03462 -1.66486 1.87893
H 3.91224 -0.27105 2.60343
H 2.99486 -0.36939 4.12367
H 3.35941 1.98085 2.33782
H 2.48770 1.98231 3.88272
H 1.01725 2.25226 1.58211
H 0.34893 1.31138 4.13118
C -0.23824 2.32857 -2.90558
Si -0.85480 1.80456 -1.13213
C -0.32085 3.43678 -0.18154
C -2.74968 2.35975 -1.14995
C -3.21326 3.24592 -2.12976
C -4.52900 3.67879 -2.19668
C -5.44359 3.25582 -1.24403
C -5.00754 2.42223 -0.22818
C -3.68767 1.96082 -0.16390
Si -3.33274 0.68026 1.16783
C -4.41061 0.87456 2.70102
C -3.65861 -1.02674 0.45581
H -1.03504 2.64174 -3.58593
H 0.26400 1.48771 -3.38912
H 0.47922 3.15138 -2.82544
H -0.74455 4.32283 -0.66544
H 0.77005 3.54926 -0.18230
H -0.66755 3.43556 0.85750
H -2.51192 3.62054 -2.86697
H -4.84109 4.35132 -2.98973
H -6.47943 3.57350 -1.29352
H -5.71574 2.11126 0.53608
H -5.46552 0.72245 2.45684
H -4.28781 1.85046 3.16818
H -4.10374 0.10497 3.41424
H -4.65763 -1.37575 0.73648
H -2.92257 -1.73271 0.84333
H -3.58339 -1.02390 -0.63339
C 1.72712 -3.25100 -0.61689
N 1.44004 -2.35225 -1.75594
P 2.04265 -0.69134 -1.64826
C 2.73008 -0.56396 -3.34300
C 3.27658 -1.67010 -4.02051
C 3.96111 -1.50573 -5.21250
C 4.12847 -0.24207 -5.76939
C 3.60240 0.86637 -5.09959
C 2.92276 0.70530 -3.90787
C 3.68044 -0.80822 -0.87320
C 4.64120 -1.83922 -1.08065
C 5.95075 -1.67409 -0.66949
C 6.37228 -0.50039 -0.04326
C 5.43191 0.53233 0.16096
C 4.12652 0.37974 -0.24636
P -0.29926 -2.09844 -1.87968
C -0.56462 -1.47031 -3.58559
C 0.01568 -1.96806 -4.75312
C -0.40168 -1.52053 -5.99318
C -1.43441 -0.59512 -6.10310
C -2.03850 -0.11136 -4.95105
C -1.60424 -0.54502 -3.70921
C -0.80133 -3.82819 -2.27150
C -2.13458 -4.18884 -2.08007
C -2.61324 -5.41837 -2.50136
C -1.76214 -6.32322 -3.12454
C -0.42724 -5.98062 -3.30416
C 0.05021 -4.75210 -2.88139
H 2.68637 -2.99414 -0.17212
H 1.78135 -4.28613 -0.97111
H 0.96260 -3.20444 0.16329
H 3.14767 -2.65785 -3.59542
H 4.36516 -2.37390 -5.72501
H 4.66547 -0.11803 -6.70301
H 3.73493 1.85721 -5.52092
H 2.52655 1.57108 -3.38699
H 4.34911 -2.76250 -1.56765
H 6.66486 -2.47565 -0.83569
H 7.40313 -0.37932 0.26940
H 5.74512 1.45371 0.64306
H 3.40845 1.18162 -0.10169
H 0.81657 -2.69041 -4.69155
H 0.07866 -1.89839 -6.88879
H -1.75777 -0.25076 -7.07834
H -2.84349 0.61123 -5.01843
H -2.05616 -0.14201 -2.80792
H -2.79930 -3.48232 -1.59330
H -3.65344 -5.68052 -2.34599
H -2.13475 -7.28055 -3.46796
H 0.24458 -6.68101 -3.78858
H 1.09426 -4.49905 -3.02354
*
```

Atomic partial charges in e from the Löwdin method, atoms 1 to 2: 0.062, -0.010

Record 2
# C6H15N3O

3 unconnected molecules or ions with the total composition C6H15N3O in a non-equilibrium geometry (ωB97M-V/def2-TZVPD, OMol25).

Gap between HOMO and LUMO (spin up / spin down) in eV: 7.4 / 7.4
Energy above the lowest of the compared OMol25 structures with the same formula, charge and spin in eV: 5.431
Calculated total energy in Ha: -476.94142

Geometry as ORCA input:
```
! RIJCOSX wB97M-V def2-TZVPD def2/J DEFGRID3
* xyz 0 1
C 1.22865 -1.65669 1.06268
C -1.67780 -0.79209 -0.10714
N 1.18977 -1.26192 -0.29285
C -0.48053 -0.06704 -0.63011
N 1.02173 -2.27724 -1.13679
C -0.40773 0.46722 -1.84464
H 0.39415 -3.03469 -0.86812
H 0.92009 -1.98235 -2.09909
H 2.25307 -1.58978 1.43442
H 0.69254 -0.82479 1.64871
H 0.77836 -2.63365 1.27936
H -2.50906 -0.77706 -0.81659
H -1.99998 -0.37921 0.84963
H -1.45141 -1.84193 0.10139
H 0.48394 0.98051 -2.18842
H -1.23908 0.44321 -2.54504
C -0.92148 2.37876 0.66759
C 0.15663 1.32692 0.91610
N 1.42884 1.74985 0.50008
O 0.06979 0.64814 1.98124
H 2.14159 1.04376 0.61576
H 1.46619 2.15103 -0.42569
H -1.91031 1.94162 0.77507
H -0.82109 2.84108 -0.31243
H -0.80688 3.14634 1.43489
*
```

Atomic partial charges in e from the Löwdin method, atoms 1 to 2: -0.139, -0.090

Record 3
# C3H6CaO3

A molecular structure, C3H6CaO3 in a non-equilibrium geometry (ωB97M-V/def2-TZVPD, OMol25).

Gap between HOMO and LUMO (spin up / spin down) in eV: 6.2 / 11.2
Energy above the lowest of the compared OMol25 structures with the same formula, charge and spin in eV: 0.000
Calculated total energy in Ha: -1020.99439

Geometry as ORCA input:
```
! RIJCOSX wB97M-V def2-TZVPD def2/J DEFGRID3
* xyz 1 2
H 2.72661 -1.72418 -0.23840
O 1.83174 -1.91124 0.12888
Ca 3.52490 1.25593 0.04189
O -0.18138 -1.00627 -0.01035
C 1.10099 -0.83743 0.03172
O 1.63764 0.24109 -0.23030
C -1.05698 -0.01126 0.58043
C -1.69739 0.84323 -0.48666
H -1.79493 -0.60454 1.12886
H -0.48010 0.57976 1.29977
H -1.64420 0.35378 -1.46771
H -2.75331 0.99467 -0.22615
H -1.21360 1.82645 -0.55198
*
```

Atomic partial charges in e from the Löwdin method, atoms 1 to 2: 0.134, 0.192

Record 4
# C3H4N3O

2 unconnected molecules or ions with the total composition C3H4N3O in a non-equilibrium geometry (ωB97M-V/def2-TZVPD, OMol25).

Gap between HOMO and LUMO in eV: 7.8
Energy above the lowest of the compared OMol25 structures with the same formula, charge and spin in eV: 1.697
Calculated total energy in Ha: -355.81805

Geometry as ORCA input:
```
! RIJCOSX wB97M-V def2-TZVPD def2/J DEFGRID3
* xyz 1 1
C -1.79662 0.98076 -0.07122
C -1.24254 -0.24278 -0.15732
C -1.89543 -1.42575 -0.05588
N 3.33697 0.61193 0.43328
N 1.55183 -0.34596 -0.62670
N 2.46030 0.01787 -0.06698
O -2.33024 -2.46257 -0.00687
H -1.19102 1.86854 -0.17125
H -2.85529 1.12224 0.09552
H -0.12423 -0.35236 -0.35653
H 4.08627 0.22808 0.98396
*
```

Atomic partial charges in e from the Löwdin method, atoms 1 to 2: 0.208, -0.081

What did the second record say?
# C6H15N3O

3 unconnected molecules or ions with the total composition C6H15N3O in a non-equilibrium geometry (ωB97M-V/def2-TZVPD, OMol25).

Gap between HOMO and LUMO (spin up / spin down) in eV: 7.4 / 7.4
Energy above the lowest of the compared OMol25 structures with the same formula, charge and spin in eV: 5.431
Calculated total energy in Ha: -476.94142

Geometry as ORCA input:
```
! RIJCOSX wB97M-V def2-TZVPD def2/J DEFGRID3
* xyz 0 1
C 1.22865 -1.65669 1.06268
C -1.67780 -0.79209 -0.10714
N 1.18977 -1.26192 -0.29285
C -0.48053 -0.06704 -0.63011
N 1.02173 -2.27724 -1.13679
C -0.40773 0.46722 -1.84464
H 0.39415 -3.03469 -0.86812
H 0.92009 -1.98235 -2.09909
H 2.25307 -1.58978 1.43442
H 0.69254 -0.82479 1.64871
H 0.77836 -2.63365 1.27936
H -2.50906 -0.77706 -0.81659
H -1.99998 -0.37921 0.84963
H -1.45141 -1.84193 0.10139
H 0.48394 0.98051 -2.18842
H -1.23908 0.44321 -2.54504
C -0.92148 2.37876 0.66759
C 0.15663 1.32692 0.91610
N 1.42884 1.74985 0.50008
O 0.06979 0.64814 1.98124
H 2.14159 1.04376 0.61576
H 1.46619 2.15103 -0.42569
H -1.91031 1.94162 0.77507
H -0.82109 2.84108 -0.31243
H -0.80688 3.14634 1.43489
*
```

Atomic partial charges in e from the Löwdin method, atoms 1 to 2: -0.139, -0.090